P.
ORCA calculation (wB97M-V/def2-TZVPD) on one molecule with the formula CH3OP.

```
6
Properties=species:S:1:pos:R:3
C 0.525 0.207 0.347
O -0.522 1.042 -0.223
P -1.241 -0.475 0.083
H 1.408 -0.067 -0.213
H 0.824 0.388 1.328
H -0.994 -1.094 -1.321
```

Values from the calculation:
**Orbital gap**: 10.486 eV
**Charge**: 0
**SMILES string**: C1OP1



Q.
ORCA calculation (wB97M-V/def2-TZVPD) on one molecule with the formula CH3OP.

```
6
Properties=species:S:1:pos:R:3
C -1.199 -0.100 -0.437
O -2.163 -0.314 0.206
P 0.495 -0.804 -0.119
H -1.121 0.364 -1.404
H 0.145 -1.196 1.198
H 1.320 0.248 0.505
```

Values from the calculation:
**Orbital gap**: 9.939 eV
**Charge**: 0
**SMILES string**: O=CP



R.
ORCA calculation (wB97M-V/def2-TZVPD) on a 2-piece molecular cluster, CH3OP overall.

```
6
Properties=species:S:1:pos:R:3
C 0.506 0.832 -0.120
O -0.350 0.049 0.161
P -1.194 -2.066 1.906
H 0.949 1.138 -1.167
H 0.869 1.413 0.759
H 0.130 -1.419 2.235
```

Values from the calculation:
**Orbital gap (spin up / spin down)**: 7.341 / 7.349 eV
**Charge**: 0



What should be chosen as the most stable of them? Choose Q.



P.
ORCA calculation (wB97M-V/def2-TZVPD) on one molecule with the formula C4H4OS.

```
10
Properties=species:S:1:pos:R:3
C -0.096 1.782 -0.255
C -0.444 0.467 0.163
C -1.856 0.101 0.293
C 0.421 -0.572 -0.056
H -0.931 2.478 -0.110
H 0.830 2.087 -0.340
H -2.785 0.699 0.846
H -0.147 -1.481 -0.425
O -2.163 -1.084 -0.235
S 2.012 -0.361 0.065
```

Values from the calculation:
**Orbital gap**: 7.475 eV
**Charge**: 0
**SMILES string**: C=C(C=O)C=S



Q.
ORCA calculation (wB97M-V/def2-TZVPD) on a 2-piece molecular cluster, C4H4OS overall.

```
10
Properties=species:S:1:pos:R:3
C 1.506 -0.307 1.343
C 0.498 -0.120 0.733
C 1.093 3.324 1.648
C -0.714 0.167 -0.061
O 2.239 3.476 1.712
S -0.450 3.186 1.602
H 2.360 -0.167 1.984
H -0.815 1.271 -0.115
H -1.598 -0.272 0.573
H -0.618 -0.310 -1.079
```

Values from the calculation:
**Orbital gap**: 10.695 eV
**Charge**: 0
**SMILES string**: O=C=S.C#CC



R.
ORCA calculation (wB97M-V/def2-TZVPD) on one molecule with the formula C4H4OS.

```
10
Properties=species:S:1:pos:R:3
C -0.348 -1.168 -0.090
C -0.909 0.154 0.026
C 1.035 -1.355 -0.048
C -0.234 1.268 0.077
O 0.010 2.503 -0.010
S 2.080 -0.125 0.129
H -1.036 -1.999 -0.248
H -1.992 -0.018 -0.270
H 1.390 -2.434 -0.242
H 0.003 3.174 0.676
```

Values from the calculation:
**Orbital gap**: 7.200 eV
**Charge**: 0



What should be chosen as the most stable of them? Choose Q.



P.
ORCA calculation (wB97M-V/def2-TZVPD) on a 2-piece molecular cluster, CH9N2 overall.

```
12
Properties=species:S:1:pos:R:3
N 2.000 -0.163 0.307
H 2.310 0.082 1.241
H 2.691 -0.792 -0.082
H 0.257 -0.136 0.427
H 2.039 0.716 -0.200
C -1.491 0.377 -0.733
N -0.777 -0.362 0.373
H -1.722 -0.313 -1.541
H -0.864 1.200 -1.049
H -2.413 0.777 -0.344
H -1.135 -0.014 1.259
H -0.895 -1.371 0.343
```

Values from the calculation:
**Orbital gap**: 12.181 eV
**Charge**: +1



Q.
ORCA calculation (wB97M-V/def2-TZVPD) on a 2-piece molecular cluster, CH9N2 overall.

```
12
Properties=species:S:1:pos:R:3
N -0.328 -0.328 -1.892
H -0.891 -1.170 -1.917
H 0.545 -0.555 -2.361
H 0.165 0.688 -0.314
H -0.788 0.353 -2.486
C -0.221 -0.219 1.537
N 0.563 0.657 0.647
H -0.248 -1.222 1.117
H 0.257 -0.257 2.514
H -1.234 0.169 1.631
H 1.507 0.287 0.500
H 0.674 1.597 1.023
```

Values from the calculation:
**Orbital gap**: 11.999 eV
**Charge**: +1



What should be chosen as the most stable of them? Choose Q.



P.
ORCA calculation (wB97M-V/def2-TZVPD) on one molecule with the formula C11H13P.

```
25
Properties=species:S:1:pos:R:3
C -1.067 1.448 0.143
C 0.419 0.326 1.610
C 0.134 -0.459 -0.633
C -0.512 1.362 1.462
C -0.661 0.627 -0.886
C 0.732 -0.551 0.605
C 0.712 -1.417 -1.755
C 1.636 -2.744 -2.053
C -0.998 2.286 2.649
C -1.425 0.836 -2.148
C 1.508 -1.774 1.036
P 0.025 -3.014 -2.455
H -1.714 2.274 -0.080
H 0.959 0.211 2.604
H 0.984 -0.712 -2.469
H 2.624 -2.920 -1.816
H -2.015 2.136 2.927
H -0.383 2.547 3.436
H -1.122 3.215 2.034
H -1.588 -0.076 -2.706
H -2.431 1.291 -2.069
H -0.833 1.382 -2.799
H 2.087 -1.656 1.983
H 0.717 -2.516 1.061
H 2.211 -2.102 0.317
```

Values from the calculation:
**Orbital gap**: 8.329 eV
**Charge**: 0
**SMILES string**: Cc1cc(C)c([C@H]2C=P2)c(C)c1



Q.
ORCA calculation (wB97M-V/def2-TZVPD) on C11H13P as an isolated structure.

```
25
Properties=species:S:1:pos:R:3
C 2.061 -2.021 0.129
C 0.949 -1.254 0.222
C 1.169 0.218 0.249
C -0.476 -1.450 0.107
C -0.036 0.939 0.032
C -1.046 -0.172 -0.066
C 2.471 0.539 0.088
C 3.512 2.108 -0.272
C -1.110 -2.767 0.165
C -0.281 2.378 0.027
C -2.568 -0.062 -0.328
P 3.549 -0.955 0.253
H 2.180 -2.995 -0.129
H 4.515 1.962 -0.184
H 3.070 3.034 -0.102
H -1.855 -2.766 -0.662
H -1.657 -3.008 1.120
H -0.328 -3.560 0.057
H 0.539 2.830 0.611
H -1.329 2.668 0.327
H -0.123 2.763 -0.925
H -3.155 -0.482 0.527
H -2.865 -0.735 -1.167
H -2.824 0.955 -0.757
H 4.208 -0.823 -0.950
```

Values from the calculation:
**Orbital gap (spin up / spin down)**: 7.658 / 6.505 eV
**Charge**: 0



What should be chosen as the most stable of them? Choose P.



P.
ORCA calculation (wB97M-V/def2-TZVPD) on one molecule with the formula C7H11N.

```
19
Properties=species:S:1:pos:R:3
C 0.687 2.342 -0.713
C 0.176 0.860 -0.695
C 0.616 0.159 0.752
C -0.769 0.544 1.124
C -0.988 -0.922 -0.468
C 0.280 -1.195 0.245
C 0.902 -2.369 0.200
H 0.261 3.080 -0.002
H 0.871 2.663 -1.980
H 1.916 2.000 -0.350
H 0.567 0.270 -1.547
H 1.546 0.228 1.316
H -1.244 -0.123 1.801
H -0.756 1.640 0.978
H -1.783 -1.692 -0.302
H -0.645 -1.119 -1.528
H 0.314 -3.475 0.073
H 1.878 -2.774 0.718
N -1.191 0.399 -0.264
```

Values from the calculation:
**Orbital gap**: 9.478 eV
**Charge**: 0
**SMILES string**: C=C1CN2C[C@@H]1[C@@H]2C



Q.
ORCA calculation (wB97M-V/def2-TZVPD) on one molecule with the formula C7H11N.

```
19
Properties=species:S:1:pos:R:3
C 0.508 -0.332 2.455
C -1.679 0.890 0.396
C -0.576 -0.162 -2.483
N 1.790 -0.356 0.322
C 0.600 -0.166 0.980
C -0.332 0.345 0.073
C 0.151 -0.116 -1.185
C 1.519 -0.351 -1.025
H 2.639 -0.714 0.740
H 2.312 -0.458 -1.754
H -0.532 -0.468 2.767
H 0.908 0.545 2.971
H 1.075 -1.210 2.782
H -1.614 1.600 1.228
H -2.363 0.088 0.690
H -2.115 1.407 -0.464
H 0.114 -0.069 -3.327
H -1.099 -1.119 -2.584
H -1.306 0.646 -2.579
```

Values from the calculation:
**Orbital gap**: 8.364 eV
**Charge**: 0
**SMILES string**: Cc1c[nH]c(C)c1C



What should be chosen as the most stable of them? Choose Q.



P.
ORCA calculation (wB97M-V/def2-TZVPD) on C41H53BF6N6O12P2ReS as an isolated structure.

```
123
Properties=species:S:1:pos:R:3
Re -0.070 1.944 0.206
F 1.350 6.859 1.951
C 0.363 5.977 1.746
C 0.665 4.762 1.162
C -0.362 3.852 0.952
C -1.680 4.171 1.315
C -1.911 5.399 1.923
F -3.151 5.726 2.333
C -0.912 6.321 2.151
C -2.702 3.162 1.035
C -4.074 3.389 0.998
C -4.920 2.374 0.600
C -4.389 1.142 0.248
C -3.025 0.980 0.307
N -2.198 1.953 0.702
H 1.686 4.563 0.863
H -1.121 7.267 2.626
H -4.457 4.366 1.238
H -5.985 2.551 0.541
H -5.011 0.321 -0.078
H -2.563 0.049 0.027
C -3.379 -0.751 3.558
C -3.047 -2.172 3.169
C -4.237 -3.103 3.235
O -2.579 -2.213 1.778
P -1.055 -2.145 1.377
O -0.338 -0.880 1.593
C -1.125 -2.591 -0.377
P -0.633 -1.309 -1.572
O -0.374 0.046 -1.001
O 0.711 -1.728 -2.216
C 1.257 -2.849 -3.031
C 2.353 -3.480 -2.210
C 0.202 -3.838 -3.463
O -1.823 -1.394 -2.587
C -1.803 -0.699 -3.899
C -2.621 -1.551 -4.842
C -2.359 0.691 -3.724
O -0.317 -3.316 2.139
C -0.718 -4.717 2.056
C 0.417 -5.476 1.401
C -1.008 -5.202 3.460
H -3.704 -0.740 4.600
H -4.197 -0.369 2.944
H -2.513 -0.098 3.463
H -2.231 -2.550 3.791
H -5.044 -2.719 2.609
H -4.599 -3.167 4.262
H -3.982 -4.105 2.892
H -2.119 -2.952 -0.640
H -0.418 -3.409 -0.525
H 1.695 -2.351 -3.893
H 1.949 -3.940 -1.302
H 3.109 -2.744 -1.943
H 2.848 -4.243 -2.808
H -0.151 -4.457 -2.633
H 0.659 -4.498 -4.200
H -0.651 -3.356 -3.931
H -0.759 -0.666 -4.224
H -3.638 -1.657 -4.460
H -2.191 -2.539 -4.981
H -2.668 -1.062 -5.815
H -3.414 0.649 -3.449
H -2.269 1.240 -4.662
H -1.812 1.241 -2.966
H -1.621 -4.777 1.438
H 1.315 -5.412 2.017
H 0.652 -5.073 0.416
H 0.148 -6.526 1.285
H -0.181 -4.930 4.117
H -1.106 -6.288 3.465
H -1.927 -4.776 3.859
C 2.153 -1.027 3.706
C 1.323 -0.115 4.601
C 1.443 1.395 4.273
C 0.831 2.234 5.407
C 0.910 3.735 5.160
C 2.915 1.714 4.171
O 3.666 1.657 5.115
N 3.368 2.071 2.924
C 2.642 2.212 1.748
O 3.199 2.676 0.778
N 1.310 1.816 1.772
C 0.673 1.678 2.994
O -0.539 1.780 3.028
H 2.007 -2.068 3.993
H 3.218 -0.809 3.805
H 1.867 -0.933 2.659
H 1.648 -0.228 5.637
H 0.262 -0.373 4.552
H 1.361 1.969 6.323
H -0.209 1.924 5.515
H 1.944 4.070 5.050
H 0.480 4.284 5.998
H 0.357 4.020 4.262
H 4.338 2.344 2.849
F -1.047 2.489 -1.570
B -1.548 3.787 -2.333
F -0.822 4.810 -1.776
F -2.884 3.827 -2.052
F -1.235 3.528 -3.632
O 3.002 -3.590 -4.589
S 3.708 -3.234 -5.815
O 5.060 -3.739 -5.894
O 2.906 -3.351 -7.013
C 3.951 -1.434 -5.674
N 4.541 -0.821 -6.705
C 4.685 0.490 -6.616
C 4.240 1.230 -5.523
C 3.655 0.494 -4.513
N 3.524 -0.829 -4.578
C 3.065 1.077 -3.285
C 2.994 0.271 -2.154
C 2.242 0.678 -1.093
N 1.546 1.827 -1.111
C 1.720 2.681 -2.130
C 2.482 2.338 -3.229
H 5.174 0.982 -7.451
H 4.365 2.302 -5.476
H 3.463 -0.701 -2.162
H 2.118 0.055 -0.216
H 1.168 3.610 -2.089
H 2.522 3.019 -4.068
```

Values from the calculation:
**Orbital gap (spin up / spin down)**: 7.293 / 5.979 eV
**Charge**: 0
**2S+1**: 4



Q.
ORCA calculation (wB97M-V/def2-TZVPD) on C41H53BF6N6O12P2ReS as an isolated structure.

```
123
Properties=species:S:1:pos:R:3
Re -0.528 -0.603 -0.387
F -3.245 -4.993 -1.980
C -2.535 -3.913 -2.332
C -2.082 -3.058 -1.347
C -1.351 -1.940 -1.725
C -1.080 -1.683 -3.080
C -1.545 -2.596 -4.018
F -1.279 -2.419 -5.325
C -2.274 -3.715 -3.674
C -0.326 -0.461 -3.378
C -0.185 0.124 -4.631
C 0.464 1.337 -4.745
C 0.975 1.951 -3.613
C 0.811 1.321 -2.401
N 0.187 0.148 -2.285
H -2.314 -3.271 -0.311
H -2.623 -4.406 -4.427
H -0.614 -0.355 -5.495
H 0.556 1.809 -5.715
H 1.484 2.903 -3.656
H 1.181 1.753 -1.486
C 4.397 -0.012 -2.618
C 5.103 0.819 -1.572
C 6.089 1.802 -2.160
O 4.128 1.619 -0.821
P 3.495 1.053 0.516
O 2.682 -0.164 0.402
C 2.607 2.508 1.137
P 0.802 2.421 1.290
O 0.160 1.237 0.640
O 0.461 2.289 2.789
C 0.682 3.027 4.061
C 1.542 2.134 4.924
C 1.274 4.398 3.855
O 0.395 3.818 0.716
C -0.924 4.459 0.927
C -0.680 5.949 0.871
C -1.880 3.982 -0.133
O 4.707 0.812 1.506
C 5.682 1.838 1.851
C 5.542 2.146 3.327
C 7.054 1.297 1.505
H 5.131 -0.623 -3.147
H 3.906 0.632 -3.344
H 3.656 -0.673 -2.166
H 5.602 0.163 -0.854
H 5.584 2.457 -2.872
H 6.878 1.266 -2.687
H 6.545 2.419 -1.386
H 2.867 3.393 0.558
H 2.956 2.669 2.159
H -0.312 3.106 4.492
H 2.532 1.990 4.481
H 1.075 1.160 5.067
H 1.649 2.596 5.904
H 2.323 4.359 3.545
H 1.216 4.914 4.813
H 0.710 4.982 3.131
H -1.265 4.160 1.923
H -0.258 6.219 -0.098
H -0.008 6.289 1.657
H -1.630 6.469 0.991
H -1.552 4.311 -1.121
H -2.872 4.394 0.056
H -1.963 2.903 -0.128
H 5.468 2.730 1.253
H 5.756 1.253 3.916
H 4.537 2.484 3.578
H 6.244 2.929 3.614
H 7.179 0.311 1.953
H 7.826 1.957 1.902
H 7.197 1.212 0.429
C 3.736 -2.548 1.816
C 3.847 -3.057 0.385
C 2.551 -3.694 -0.182
C 2.859 -4.468 -1.475
C 1.624 -5.105 -2.103
C 2.031 -4.667 0.849
O 2.610 -5.684 1.146
N 0.847 -4.322 1.459
C 0.035 -3.224 1.212
O -1.042 -3.162 1.762
N 0.513 -2.269 0.323
C 1.578 -2.581 -0.509
O 1.722 -1.927 -1.524
H 4.674 -2.086 2.122
H 3.532 -3.365 2.511
H 2.955 -1.791 1.912
H 4.617 -3.828 0.327
H 4.128 -2.247 -0.292
H 3.594 -5.233 -1.223
H 3.321 -3.769 -2.173
H 1.151 -5.814 -1.420
H 1.893 -5.654 -3.005
H 0.886 -4.350 -2.385
H 0.462 -4.981 2.121
F -1.952 0.810 -0.985
B -3.297 0.872 -1.867
F -3.777 -0.410 -1.834
F -2.847 1.281 -3.086
F -4.068 1.765 -1.192
O -0.780 3.724 6.552
S -2.072 3.935 7.194
O -2.131 3.503 8.570
O -2.679 5.213 6.889
C -3.186 2.763 6.348
N -4.457 2.763 6.758
C -5.283 1.937 6.142
C -4.882 1.110 5.098
C -3.548 1.188 4.750
N -2.695 1.999 5.380
C -2.950 0.423 3.626
C -1.596 0.105 3.673
C -0.984 -0.389 2.552
N -1.649 -0.570 1.397
C -2.978 -0.390 1.378
C -3.658 0.098 2.475
H -6.311 1.930 6.489
H -5.576 0.443 4.606
H -1.025 0.321 4.564
H 0.078 -0.592 2.533
H -3.485 -0.582 0.443
H -4.716 0.297 2.385
```

Values from the calculation:
**Orbital gap (spin up / spin down)**: 7.046 / 5.731 eV
**Charge**: 0
**2S+1**: 4



What should be chosen as the most stable of them? Choose Q.



P.
ORCA calculation (wB97M-V/def2-TZVPD) on one molecule with the formula C4H4N2OS.

```
12
Properties=species:S:1:pos:R:3
C -0.222 2.985 0.277
C 0.102 1.507 0.146
C 1.114 -0.373 -0.135
C -0.399 -0.678 -0.003
H -1.289 3.139 0.247
H 0.186 3.529 -0.567
H 0.240 3.375 1.173
H -1.934 0.847 0.223
N 1.269 1.015 0.019
N -0.960 0.604 0.116
O 1.972 -1.193 -0.234
S -1.170 -2.083 -0.116
```

Values from the calculation:
**Orbital gap**: 7.826 eV
**Charge**: 0
**SMILES string**: CC1=NC(=O)C(=S)N1



Q.
ORCA calculation (wB97M-V/def2-TZVPD) on one molecule with the formula C4H4N2OS.

```
12
Properties=species:S:1:pos:R:3
C 0.907 0.668 -0.305
C -1.335 0.673 -0.197
C -1.279 -0.674 0.213
C -0.105 -1.330 0.421
H 1.997 2.032 -0.886
H -2.246 -1.160 0.342
H -0.107 -2.410 0.695
H 1.889 -1.113 0.703
N -0.172 1.377 -0.569
N 1.020 -0.708 0.002
O 2.172 1.102 -0.452
S -2.742 1.544 0.033
```

Values from the calculation:
**Orbital gap**: 7.868 eV
**Charge**: 0
**SMILES string**: Oc1nc(=S)cc[nH]1



What should be chosen as the most stable of them? Choose P.



P.
ORCA calculation (wB97M-V/def2-TZVPD) on a 3-piece molecular cluster, C6H11Cl4N overall.

```
22
Properties=species:S:1:pos:R:3
C -1.350 -0.609 3.297
C -1.910 0.203 2.140
C -2.013 -0.624 0.824
C -0.665 -0.938 0.272
N 0.395 -1.190 -0.054
H -1.364 -0.159 4.257
H -0.307 -0.816 3.088
H -1.938 -1.526 3.398
H -1.315 1.079 1.941
H -2.925 0.490 2.373
H -2.507 -0.066 -0.001
H -2.516 -1.566 0.957
C 3.117 0.568 -0.721
Cl 3.627 -0.743 -1.756
Cl 3.797 2.115 -1.237
H 2.042 0.639 -0.718
H 3.457 0.277 0.256
C 0.558 0.546 -3.548
Cl 1.151 0.759 -5.191
Cl -1.187 0.789 -3.363
H 0.798 -0.498 -3.267
H 1.056 1.271 -2.948
```

Values from the calculation:
**Orbital gap**: 11.365 eV
**Charge**: 0
**SMILES string**: CCCC#N.ClCCl.ClCCl



Q.
ORCA calculation (wB97M-V/def2-TZVPD) on a 3-piece molecular cluster, C6H11Cl4N overall.

```
22
Properties=species:S:1:pos:R:3
C -15.538 -11.592 0.727
C -14.335 -10.730 0.806
N -13.377 -10.080 0.799
H -16.212 -11.223 -0.045
H -16.096 -11.648 1.662
H -15.290 -12.635 0.530
Cl -23.121 -13.173 3.581
C -21.974 -14.244 4.330
C -22.577 -14.882 5.650
Cl -23.782 -16.172 5.364
H -21.089 -13.642 4.537
H -21.780 -15.093 3.675
H -23.174 -14.133 6.170
H -21.732 -15.309 6.190
Cl -22.433 -9.069 8.191
C -20.859 -9.250 9.046
C -21.044 -9.815 10.425
Cl -19.479 -10.022 11.170
H -20.235 -8.357 9.020
H -20.225 -9.879 8.421
H -21.411 -10.841 10.462
H -21.683 -9.188 11.046
```

Values from the calculation:
**Orbital gap**: 11.162 eV
**Charge**: 0
**SMILES string**: ClCCCl.ClCCCl.CC#N



What should be chosen as the most stable of them? Choose P.